#i
ORCA calculation (the ωB97M-V functional and the def2-TZVPD basis) on a molecular structure, C8H16Cl8.

```
! RIJCOSX wB97M-V def2-TZVPD def2/J DEFGRID3
* xyz 0 1
Cl -1.8057 3.3516 3.9184
C -0.6043 2.4940 2.7973
C -1.4068 1.3609 2.0375
Cl -2.6833 2.1259 1.1055
H 0.1891 1.9735 3.3337
H -0.1253 3.1048 2.0321
H -1.8509 0.5728 2.6455
H -0.7625 0.8513 1.3211
Cl -1.6459 -4.0963 -2.0385
C -0.9073 -2.5423 -2.0667
C 0.5656 -2.7284 -1.8249
Cl 1.4963 -1.1853 -2.0144
H -1.3313 -1.9242 -1.2753
H -1.0809 -2.1881 -3.0828
H 0.9568 -3.4663 -2.5253
H 0.7351 -3.0938 -0.8120
Cl -1.4911 -1.7807 1.5419
C -0.2956 -0.9515 0.4702
C 1.1385 -1.3026 0.8102
Cl 1.4182 -3.0555 0.6491
H -0.4073 0.1268 0.5838
H -0.5502 -1.0811 -0.5816
H 1.2942 -1.0177 1.8508
H 1.8137 -0.7275 0.1766
Cl -0.8322 1.1408 -0.5298
C 0.3840 1.7184 -1.6623
C 1.5198 2.2896 -0.8174
Cl 2.1433 0.8754 0.1780
H 0.0233 2.5841 -2.2177
H 0.5447 0.8783 -2.3380
H 1.2088 3.1291 -0.1957
H 2.3490 2.5641 -1.4695
*
```

Results
Lowest unoccupied orbital energy in eV: 0.234
Gap between HOMO and LUMO in eV: 9.6464

#ii
ORCA calculation (the ωB97M-V functional and the def2-TZVPD basis) on 4 unconnected molecules or ions with the total composition C8H16Cl8.

```
! RIJCOSX wB97M-V def2-TZVPD def2/J DEFGRID3
* xyz 0 1
Cl -13.7688 -4.4436 -13.3749
C -14.5124 -4.8763 -14.9254
C -13.5141 -5.4538 -15.9060
Cl -12.3686 -4.2273 -16.4997
H -15.0009 -3.9943 -15.3386
H -15.3094 -5.6008 -14.7537
H -14.0489 -5.8175 -16.7811
H -12.9526 -6.2679 -15.4569
Cl -15.5152 -2.3228 -17.7488
C -15.2059 -0.6105 -17.3120
C -14.3916 -0.5253 -16.0496
Cl -15.3342 -0.9546 -14.6091
H -16.1410 -0.0589 -17.2998
H -14.6222 -0.2171 -18.1425
H -13.9284 0.4531 -15.9292
H -13.5618 -1.2262 -16.1310
Cl -8.5067 -0.6232 -12.7782
C -10.0704 -0.8816 -11.9305
C -11.0925 -1.5394 -12.8115
Cl -11.5032 -0.5548 -14.2484
H -10.4192 0.0601 -11.5190
H -9.8153 -1.5539 -11.1129
H -12.0260 -1.6903 -12.2714
H -10.7709 -2.5090 -13.1810
Cl -18.6992 2.7327 -19.0247
C -17.3713 3.8820 -19.2513
C -16.2709 3.3495 -20.1354
Cl -15.4916 1.9310 -19.4716
H -16.9658 4.1473 -18.2744
H -17.7573 4.8027 -19.6856
H -15.5310 4.1371 -20.2834
H -16.6504 3.1263 -21.1326
*
```

Results
Lowest unoccupied orbital energy in eV: 0.627
Gap between HOMO and LUMO in eV: 11.1298
SMILES string: ClCCCl.ClCCCl.ClCCCl.ClCCCl

Short version: #ii is the most stable of them.

#i
ORCA calculation (the ωB97M-V functional and the def2-TZVPD basis) on a single C11H18N4O3 molecule.

```
! RIJCOSX wB97M-V def2-TZVPD def2/J DEFGRID3
* xyz 0 1
C -1.5928 -1.0475 1.8426
C -0.2322 -0.6741 2.4308
C 0.4902 -1.8354 3.2600
C 0.7444 -0.0013 1.6201
N 1.8289 0.7537 2.2622
C 0.1947 1.1174 0.8552
O -0.4283 2.0513 1.4926
N 0.6341 1.2992 -0.4193
C 1.5293 0.4477 -1.2149
C 0.8490 -0.6865 -1.9245
C -0.6636 -0.2970 -2.2038
C -1.9003 -0.9908 -1.9971
N -2.8474 -0.2948 -2.6709
C -2.2059 0.8012 -3.2074
N -0.8965 0.8603 -2.8891
C 2.2362 1.5035 -2.0291
O 3.4058 1.7598 -2.2558
O 1.2558 2.3319 -2.6042
H -2.3594 -1.6003 2.4879
H -1.5207 -1.7387 1.0036
H -2.2990 -0.2832 1.5081
H -0.2742 -0.0453 3.3312
H 0.9495 -2.5455 2.5462
H -0.1003 -2.4223 3.9757
H 1.2651 -1.2346 3.7919
H 1.0050 -0.8116 0.8659
H 1.5215 1.9357 2.5375
H 2.2648 0.2251 3.1360
H 0.5189 2.4451 -0.6100
H 2.3906 0.0779 -0.4963
H 1.4658 -0.7609 -2.7701
H 1.0637 -1.4996 -1.1604
H -2.1194 -1.9153 -1.4239
H -3.8481 -0.6203 -2.7330
H -2.6943 1.6880 -3.6957
H 0.3691 2.0070 -2.6417
*
```

Results
Lowest unoccupied orbital energy in eV: 0.333
Gap between HOMO and LUMO in eV: 9.5200
SMILES string: CC(C)[C@H](N)C(=O)N[C@@H](Cc1c[nH]cn1)C(=O)O

#ii
ORCA calculation (the ωB97M-V functional and the def2-TZVPD basis) on a single C11H18N4O3 molecule.

```
! RIJCOSX wB97M-V def2-TZVPD def2/J DEFGRID3
* xyz 0 1
C -3.7267 -0.3907 -1.1229
C -2.9274 -0.3322 0.1925
C -3.7636 -0.6916 1.4154
C -1.4277 -1.0634 0.2934
N -0.5744 -0.7529 1.4851
C -0.6363 -1.0322 -1.0342
O -1.1429 -1.6294 -1.9668
N 0.4948 -0.1740 -1.0570
C 0.7364 0.8620 -0.0268
C 2.1721 1.3548 -0.0828
C 3.2594 0.3132 0.0327
C 4.4043 0.1676 0.8405
N 5.0737 -0.8745 0.2794
C 4.4492 -1.4443 -0.6868
N 3.3601 -0.6969 -0.9775
C -0.1439 2.2736 -0.3111
O -0.1316 3.2122 0.4535
O -0.3001 2.2854 -1.6080
H -3.8516 -1.3434 -1.6073
H -4.6273 0.0493 -0.8237
H -3.4538 0.3185 -1.9669
H -2.8345 0.7776 0.4281
H -4.8456 -0.9760 1.2531
H -3.3872 -1.4785 2.1180
H -3.7474 0.1779 2.0653
H -1.7105 -2.1112 0.4178
H -0.4089 -1.5801 2.0728
H -0.8799 -0.1854 2.1845
H 0.5811 0.0686 -2.0459
H 0.3122 0.3545 0.7951
H 2.3635 1.8207 -1.0364
H 2.3673 2.1199 0.6077
H 4.8199 0.8267 1.7187
H 6.0437 -1.1223 0.6030
H 4.7215 -2.3148 -1.1429
H -0.6376 3.2110 -1.7596
*
```

Results
Lowest unoccupied orbital energy in eV: 0.657
Gap between HOMO and LUMO in eV: 9.1958
SMILES string: CC(C)[C@H](N)C(=O)N[C@@H](Cc1c[nH]cn1)C(=O)O

Short version: #ii is the most stable of them.

#i
ORCA calculation (the ωB97M-V functional and the def2-TZVPD basis) on a single C6H5N molecule.

```
! RIJCOSX wB97M-V def2-TZVPD def2/J DEFGRID3
* xyz 0 1
H 0.2086 2.3834 -0.7313
N 1.0575 1.7897 -0.6640
C 0.8083 0.6995 -0.0773
C 1.7277 -0.3956 -0.2608
C 2.4665 -1.3049 -0.5184
C -0.3768 0.2381 0.9127
C -1.3359 -0.1012 -0.0987
C -1.9078 -0.5308 -1.0660
H 3.1619 -2.0630 -0.7217
H 0.0994 -0.5739 1.3940
H -0.8279 0.9493 1.6597
H -2.3227 -0.9649 -1.9346
*
```

Results
Lowest unoccupied orbital energy in eV: 0.509
Gap between HOMO and LUMO in eV: 10.0574
SMILES string: [H]/N=C(/C#C)CC#C

#ii
ORCA calculation (the ωB97M-V functional and the def2-TZVPD basis) on a single C6H5N molecule.

```
! RIJCOSX wB97M-V def2-TZVPD def2/J DEFGRID3
* xyz 0 1
N -2.9159 -0.1136 -0.7434
C -1.9497 0.1680 -0.1312
C -0.7629 0.2116 0.6090
C -0.0344 -1.0843 0.4049
C 1.1382 -0.9163 -0.3696
C 1.1814 0.5320 -0.6797
C 0.2789 1.2544 0.1432
H -0.9512 0.2388 1.6159
H -0.2583 -2.0293 0.6831
H 1.7046 -1.7741 -0.9863
H 2.1376 1.1335 -0.8006
H 0.4319 2.3792 0.2547
*
```

Results
Lowest unoccupied orbital energy in eV: 0.093
Gap between HOMO and LUMO in eV: 9.1030
SMILES string: N#CC1C=CC=C1

Short version: #ii is the most stable of them.

#i
ORCA calculation (the ωB97M-V functional and the def2-TZVPD basis) on 2 unconnected molecules or ions with the total composition C12H12.

```
! RIJCOSX wB97M-V def2-TZVPD def2/J DEFGRID3
* xyz 0 1
C -0.2368 -0.3909 -3.2073
C -0.0614 0.0245 -1.9019
C -1.0930 0.8558 -1.4522
C -2.0398 1.3433 -2.3328
C -2.0356 1.1582 -3.7008
C -1.2025 0.0550 -4.0073
H 0.4144 -1.2867 -3.6984
H 0.8333 -0.3130 -1.2179
H -1.1550 1.2062 -0.3951
H -2.8635 2.0095 -1.9577
H -3.0941 1.4608 -4.1225
H -1.4827 -0.2518 -5.0211
C 0.7600 -1.8529 2.8322
C 0.0419 -0.9023 2.2143
C 0.2624 0.5288 2.2522
C 1.3881 0.8685 2.9518
C 2.2481 -0.0595 3.3928
C 2.0813 -1.3554 3.1907
H 0.7034 -2.8925 2.4617
H -0.9376 -1.2384 2.0317
H -0.4475 1.1807 1.7772
H 1.7111 1.8475 3.0684
H 3.2590 0.1699 3.7224
H 2.9465 -2.1652 3.1196
*
```

Results
Lowest unoccupied orbital energy in eV: 0.872
Gap between HOMO and LUMO in eV: 10.1195
SMILES string: c1ccccc1.c1ccccc1

#ii
ORCA calculation (the ωB97M-V functional and the def2-TZVPD basis) on 2 unconnected molecules or ions with the total composition C12H12.

```
! RIJCOSX wB97M-V def2-TZVPD def2/J DEFGRID3
* xyz 0 1
C 2.1703 -0.1528 1.3805
C 2.3533 1.1964 0.9363
C 2.7682 1.1254 -0.4210
C 2.7521 0.0448 -1.2706
C 2.4968 -1.1943 -0.7515
C 2.1032 -1.1687 0.5998
H 2.0482 -0.4987 2.4277
H 2.4120 2.1137 1.4318
H 2.6825 2.1734 -1.0549
H 2.6383 0.1571 -2.2550
H 2.4608 -2.0309 -1.3847
H 1.7676 -2.2080 0.8691
C -2.6841 -1.3094 -0.0280
C -1.2375 -0.9327 0.1899
C -1.1712 0.4445 -0.0502
C -2.1557 1.4300 -0.1016
C -3.4762 0.9658 -0.0082
C -3.6671 -0.4859 -0.0521
H -3.0020 -2.3513 0.2948
H -0.2826 -1.4865 0.0801
H -0.0657 0.9868 -0.2878
H -1.9170 2.4846 -0.3498
H -4.3158 1.5153 0.0138
H -4.6784 -0.8187 -0.2083
*
```

Results
Lowest unoccupied orbital energy in eV: 0.869
Gap between HOMO and LUMO in eV: 9.8274
SMILES string: c1ccccc1.c1ccccc1

Short version: #i is the most stable of them.

#i
ORCA calculation (the ωB97M-V functional and the def2-TZVPD basis) on 2 unconnected molecules or ions with the total composition C12H12.

```
! RIJCOSX wB97M-V def2-TZVPD def2/J DEFGRID3
* xyz 0 1
C 1.5647 -1.1284 0.8778
C 1.4825 0.0905 1.4026
C 1.6783 1.2814 0.7118
C 2.2798 1.1099 -0.5172
C 2.5295 -0.1811 -1.0118
C 2.3194 -1.3172 -0.2956
H 1.6326 -1.8879 1.6950
H 1.0922 0.4187 2.4333
H 1.5842 2.2083 1.2228
H 2.7067 2.0015 -0.9857
H 3.2792 -0.2763 -1.8033
H 2.4455 -2.3464 -0.6187
C -2.4967 -1.1775 0.4080
C -2.5610 0.0461 1.0723
C -2.2641 1.1665 0.3478
C -1.7850 1.1727 -0.9167
C -1.4467 -0.0407 -1.4457
C -1.8429 -1.2566 -0.8057
H -2.7832 -2.0468 0.8700
H -2.8073 0.0595 2.1722
H -2.3141 2.2608 0.5981
H -1.6513 2.0988 -1.5773
H -1.0573 -0.0119 -2.5018
H -1.5851 -2.2438 -1.3322
*
```

Results
Lowest unoccupied orbital energy in eV: 1.000
Gap between HOMO and LUMO in eV: 10.0839
SMILES string: c1ccccc1.c1ccccc1

#ii
ORCA calculation (the ωB97M-V functional and the def2-TZVPD basis) on 2 unconnected molecules or ions with the total composition C12H12.

```
! RIJCOSX wB97M-V def2-TZVPD def2/J DEFGRID3
* xyz 0 1
C 3.7204 -0.2706 1.4268
C 4.1758 1.0964 0.9797
C 4.1863 1.3525 -0.4092
C 4.1147 0.1619 -1.2546
C 3.6190 -1.0806 -0.8908
C 3.4453 -1.3257 0.4548
H 3.6365 -0.7907 2.5177
H 4.0547 1.9449 1.8082
H 4.7215 2.2443 -0.8253
H 4.2778 0.1382 -2.3610
H 3.4659 -1.9302 -1.5557
H 3.2138 -2.3507 0.9621
C -4.2882 -1.2076 0.1109
C -2.9832 -0.8898 -0.2706
C -2.5455 0.4509 -0.3093
C -3.4341 1.4243 -0.0103
C -4.7176 1.0201 0.0430
C -5.2301 -0.2374 0.3245
H -4.7700 -2.1672 0.4599
H -2.4129 -1.7867 -0.5414
H -1.3995 0.4418 -0.7060
H -3.1017 2.4722 -0.1666
H -5.3499 1.9789 -0.1591
H -6.3990 -0.6892 0.3722
*
```

Results
Lowest unoccupied orbital energy in eV: 0.806
Gap between HOMO and LUMO in eV: 9.8577
SMILES string: c1ccccc1.c1ccccc1

Short version: #i is the most stable of them.